No. 1
# C21H18N7O4RhS2

C21H18N7O4RhS2 as an isolated structure (ωB97M-V with the def2-TZVPD basis set, the Open Molecules 2025 dataset).

Summary:
* calculated total energy: -2402.15843 Eh
* energy relative to the best compared isomer or geometry (same formula, charge and spin): 42.2 kJ/mol
* gap between HOMO and LUMO (alpha / beta): 0.22872 / 0.20094 Ha
* spin multiplicity: 5

Each line ends with the Mulliken charge.
CARTESIAN COORDINATES (ANGSTROEM)
Rh (-0.7647, -1.2774, 0.5298)  0.22
O (-2.0491, -3.1486, -2.8410)  -0.70
C (-1.8888, -2.6722, -1.7334)  0.35
O (-1.3298, -1.5648, -1.4265)  -0.65
C (-2.4730, -3.4442, -0.5447)  0.64
C (-3.2804, -4.5479, -0.8023)  -0.75
C (-3.8906, -5.2002, 0.2478)  -0.27
C (-3.7047, -4.6969, 1.5284)  -0.86
C (-2.8977, -3.5871, 1.6968)  0.63
N (-2.2513, -2.9877, 0.6919)  0.08
C (-2.8244, -3.0488, 3.0928)  0.11
O (-3.0027, -3.7086, 4.0644)  -0.49
O (-2.7317, -1.6611, 3.1066)  -0.04
H (-3.3903, -4.8445, -1.8352)  0.52
H (-4.5156, -6.0672, 0.0824)  0.45
H (-4.1817, -5.1308, 2.3945)  0.47
S (1.6079, -1.5963, -0.1097)  -0.22
C (1.7994, 0.0194, -0.5479)  0.36
N (3.0608, 0.3504, -1.0060)  -0.79
N (3.1363, 1.6037, -1.4045)  0.54
C (4.3308, 2.1489, -1.8718)  0.70
C (4.3319, 3.4751, -2.2962)  -0.46
C (5.5039, 4.0461, -2.7602)  -0.57
C (6.6762, 3.3028, -2.8067)  -0.52
C (6.6635, 1.9791, -2.3840)  -0.47
C (5.4997, 1.3935, -1.9153)  -0.37
N (0.8681, 0.9856, -0.4996)  -0.93
N (-0.3023, 0.6317, -0.0112)  0.71
C (-1.3231, 1.5730, -0.1434)  0.31
C (-2.5403, 1.3191, 0.4986)  0.29
C (-3.5865, 2.2203, 0.4050)  -0.93
C (-3.4417, 3.3897, -0.3294)  -0.53
C (-2.2334, 3.6456, -0.9681)  -0.57
C (-1.1796, 2.7545, -0.8790)  -0.74
H (2.2968, 2.1770, -1.3361)  0.27
H (3.4144, 4.0510, -2.2656)  0.35
H (5.5016, 5.0774, -3.0879)  0.34
H (7.5905, 3.7499, -3.1722)  0.37
H (7.5732, 1.3941, -2.4191)  0.35
H (5.4712, 0.3655, -1.5853)  0.44
H (-2.6603, 0.4008, 1.0682)  0.45
H (-4.5224, 2.0057, 0.9045)  0.41
H (-4.2619, 4.0902, -0.4086)  0.39
H (-2.1143, 4.5494, -1.5518)  0.38
H (-0.2457, 2.9464, -1.3856)  0.33
N (0.4528, -1.8862, 3.1151)  -0.29
C (-0.1240, -0.9324, 2.3767)  0.09
N (-0.1868, 0.2707, 2.9389)  -0.21
S (-2.8380, -0.8904, 4.5443)  -0.10
H (0.8517, -1.7151, 4.0271)  0.19
H (0.6230, -2.7844, 2.6968)  0.25
H (0.1254, 0.4607, 3.8793)  0.22
H (-0.6422, 1.0152, 2.4384)  0.25

No. 2
# C5H7NO

C5H7NO as an isolated structure at a distorted geometry (ωB97M-V with the def2-TZVPD basis set, the Open Molecules 2025 dataset).

Summary:
* calculated total energy: -324.63862 Eh
* energy relative to the best compared isomer or geometry (same formula, charge and spin): 225.4 kJ/mol
* gap between HOMO and LUMO: 0.38222 Ha
* spin multiplicity: 1

Each line ends with the Mulliken charge.
CARTESIAN COORDINATES (ANGSTROEM)
C (-1.0468, 0.5280, 0.1253)  -0.11
C (-1.8048, -0.5657, -0.3110)  -0.61
C (-1.0384, -1.7234, -0.6608)  -0.15
C (0.3782, -1.6317, -0.7518)  -0.50
C (1.0258, -0.5289, -0.1642)  -0.05
H (2.3072, 2.9032, 1.7220)  0.33
H (1.4028, 2.1665, 0.6520)  0.36
H (-1.4565, 1.4382, 0.5059)  0.42
H (-2.8028, -0.7065, -0.0622)  0.39
H (-1.6397, -2.5178, -1.0951)  0.35
H (0.9837, -2.4862, -1.1659)  0.28
H (2.0374, -0.4956, 0.0616)  0.42
N (0.2164, 0.4501, 0.2742)  -0.45
O (1.4375, 3.1698, 0.8701)  -0.70

No. 3
# C3H9N2O2S

A 2-piece molecular cluster, C3H9N2O2S overall at a distorted geometry (ωB97M-V with the def2-TZVPD basis set, the Open Molecules 2025 dataset).

Summary:
* calculated total energy: -777.80528 Eh
* energy relative to the best compared isomer or geometry (same formula, charge and spin): 146.7 kJ/mol
* gap between HOMO and LUMO (alpha / beta): 0.38415 / 0.26016 Ha
* spin multiplicity: 2

Each line ends with the Mulliken charge.
CARTESIAN COORDINATES (ANGSTROEM)
N (1.2175, 1.7078, 1.0783)  -0.70
C (-0.0467, 0.7590, 0.7461)  0.27
C (-1.2217, 1.2025, -0.0614)  -0.73
S (-2.4738, 2.2059, 0.9714)  -0.06
C (0.6062, -0.6195, 0.0570)  0.30
N (1.9576, -0.8042, 0.3864)  -0.41
O (0.0681, -1.2419, -0.8535)  -0.63
H (0.7558, 2.6492, 1.2381)  0.28
H (1.7672, 1.7434, 0.1826)  0.29
H (-0.5692, 0.4825, 1.6959)  0.30
H (-1.0454, 1.8098, -0.9590)  0.36
H (-1.8014, 0.2970, -0.4967)  0.14
H (2.2100, -0.3947, 1.2588)  0.27
H (2.3443, -1.6931, 0.3171)  0.27
H (-0.6354, -2.8499, -2.0392)  0.33
H (-1.6413, -2.1939, -1.4823)  0.38
O (-1.4918, -3.0601, -2.0397)  -0.63

Which value of calculated total energy does entry 2 give? -324.63862 Eh